Formula: C9H12N5PdS3
Source: the OMol25 dataset
Level of theory: the ωB97M-V functional and the def2-TZVPD basis

Last column: Löwdin charge in e.
Cartesian coordinates (Å):
1 Pd -0.6517 -0.0418 -0.6781  0.55
2 C -4.7302 0.7526 2.4369  -0.37
3 S -4.2767 -1.0002 2.2802  0.84
4 C -2.7326 -0.7869 1.4328  -1.09
5 S -2.9232 -0.5040 -0.2662  0.65
6 N -1.6420 -0.9192 2.0845  -0.02
7 N -0.5344 -0.7666 1.2539  -0.12
8 C 0.5696 -1.1983 1.6976  -0.03
9 C 1.7672 -1.1018 0.8541  -0.26
10 C 3.0304 -1.2273 1.3946  0.01
11 C 4.1255 -1.1532 0.5450  -0.02
12 C 3.9065 -0.9692 -0.8079  -0.03
13 C 2.5993 -0.8427 -1.2600  -0.12
14 N 1.5471 -0.9020 -0.4516  0.05
15 H -5.6840 0.7651 2.9612  0.04
16 H -4.8491 1.2122 1.4598  0.03
17 H -3.9853 1.2781 3.0285  0.04
18 H 0.6099 -1.6555 2.6826  0.15
19 H 3.1526 -1.3763 2.4598  0.13
20 H 5.1298 -1.2473 0.9352  0.12
21 H 4.7274 -0.9330 -1.5103  0.12
22 H 2.3886 -0.7110 -2.3131  0.11
23 N -1.2511 1.1511 -2.7917  0.07
24 C -0.2372 1.7586 -2.0829  -1.03
25 N 0.9669 1.8128 -2.6794  0.10
26 S -0.5400 2.4503 -0.5718  0.65
27 H -1.1305 0.9752 -3.7801  0.12
28 H -2.1883 1.3948 -2.4974  0.09
29 H 1.1189 1.5153 -3.6284  0.12
30 H 1.7162 2.2703 -2.1876  0.11

Summary:
Net charge: +1
Frontier orbital gap (spin up / spin down): 6.28 / 6.46 eV
F_max: 2.40 eV/Å